(1)
DFT (wB97M-V/def2-TZVPD) results for one molecule with the formula C2H7N3O2.

Calculated values
orbital gap: 0.3586 Eh
SMILES: CNONC(N)=O
HOMO: -9.1 eV

Last column: Löwdin charge in e.
CARTESIAN COORDINATES (ANGSTROEM)
C (0.69, -1.48, 1.52)  -0.097
N (0.53, 0.22, -0.96)  0.087
N (0.98, -0.06, 1.39)  -0.138
C (-0.82, 0.64, -0.71)  -0.574
N (-1.31, 1.48, -1.68)  0.150
O (1.47, 0.31, 0.19)  -0.148
O (-1.55, 0.10, 0.09)  0.047
H (1.04, 0.69, -1.70)  0.117
H (0.10, 0.49, 1.56)  0.124
H (-0.74, 1.71, -2.49)  0.099
H (-2.30, 1.45, -1.84)  0.106
H (1.49, -2.04, 1.03)  0.083
H (-0.25, -1.77, 1.05)  0.066
H (0.68, -1.73, 2.57)  0.078


(2)
DFT (wB97M-V/def2-TZVPD) results for one molecule with the formula C2H7N3O2.

Calculated values
orbital gap: 0.3667 Eh
SMILES: NC(=O)N(N)CO
HOMO: -9.3 eV

Last column: Löwdin charge in e.
CARTESIAN COORDINATES (ANGSTROEM)
C (-0.25, 1.43, -0.26)  -0.142
N (0.06, 0.13, 0.19)  -0.156
C (1.19, -0.54, -0.25)  -0.589
N (-0.95, -0.56, 0.89)  0.059
N (1.35, -1.76, 0.32)  0.162
O (-1.70, 1.42, -0.78)  -0.097
O (1.99, -0.03, -1.01)  0.047
H (-1.68, 1.03, -1.66)  0.070
H (-1.52, 0.20, 1.38)  0.125
H (-1.60, -0.97, 0.23)  0.086
H (2.26, -2.19, 0.26)  0.107
H (0.74, -2.03, 1.07)  0.082
H (0.51, 1.77, -0.97)  0.126
H (-0.40, 2.11, 0.59)  0.121


Most stable = (2)


(1)
DFT (wB97M-V/def2-TZVPD) results for C5H11N3 as an isolated structure.

Calculated values
orbital gap: 0.3340 Eh
HOMO: -8.3 eV

Last column: Löwdin charge in e.
CARTESIAN COORDINATES (ANGSTROEM)
C (0.11, 1.49, 1.61)  -0.042
C (-0.42, 0.67, 0.47)  -0.432
C (-1.16, -0.55, 0.83)  -0.154
C (-2.16, -1.04, 0.11)  0.043
N (-0.55, 1.15, -0.74)  0.083
H (-0.13, 2.06, -0.87)  0.087
H (-0.81, -1.05, 1.72)  0.101
H (0.76, 0.88, 2.24)  0.077
H (-0.72, 1.84, 2.23)  0.088
H (0.68, 2.36, 1.27)  0.079
H (-2.53, -0.52, -0.76)  0.063
H (-2.67, -1.95, 0.40)  0.058
N (0.67, -0.70, -2.02)  0.021
C (1.63, -1.00, -1.14)  -0.388
N (1.52, -0.70, 0.12)  0.035
H (-0.04, 0.24, -1.59)  0.072
H (0.89, -0.90, -2.98)  0.060
H (2.38, -0.84, 0.65)  0.043
H (2.56, -1.45, -1.54)  0.106


(2)
DFT (wB97M-V/def2-TZVPD) results for one molecule with the formula C5H11N3.

Calculated values
orbital gap: 0.2806 Eh
SMILES: C/C=N/N/C(N)=C/C
HOMO: -6.6 eV

Last column: Löwdin charge in e.
CARTESIAN COORDINATES (ANGSTROEM)
C (2.85, 0.60, -0.53)  -0.081
C (-1.71, -0.26, -1.58)  -0.129
N (0.14, -0.31, 1.71)  -0.027
C (-0.92, -0.33, 0.82)  -0.421
N (-2.15, -0.02, 1.36)  0.129
C (1.56, 0.56, 0.20)  -0.258
C (-0.67, -0.48, -0.52)  -0.184
N (1.45, -0.15, 1.28)  0.028
H (0.05, -0.71, 2.62)  0.120
H (-2.96, -0.31, 0.83)  0.093
H (-2.23, -0.03, 2.37)  0.090
H (0.84, 1.34, -0.09)  0.130
H (0.13, -1.15, -0.79)  0.102
H (2.69, 0.51, -1.60)  0.073
H (3.51, -0.20, -0.18)  0.075
H (3.36, 1.54, -0.34)  0.072
H (-2.35, 0.59, -1.33)  0.064
H (-1.23, -0.05, -2.53)  0.061
H (-2.37, -1.12, -1.72)  0.065


(3)
DFT (wB97M-V/def2-TZVPD) results for C5H11N3 as an isolated structure.

Calculated values
orbital gap: 0.2817 Eh
HOMO: -7.0 eV

Last column: Löwdin charge in e.
CARTESIAN COORDINATES (ANGSTROEM)
C (-0.91, -1.33, -0.20)  -0.064
C (-1.41, 1.36, 1.17)  -0.108
C (1.76, 0.51, -1.78)  -0.203
C (-0.08, -0.64, 0.84)  -0.365
N (0.70, -1.14, 1.81)  0.219
C (-0.37, -0.18, -1.06)  -0.297
N (-0.27, 0.68, 0.55)  -0.044
N (0.91, -0.56, -1.32)  -0.129
H (1.04, -2.08, 1.67)  0.123
H (1.30, -0.49, 2.31)  0.122
H (-1.98, -1.25, 0.03)  0.112
H (-0.60, -2.33, -0.51)  0.108
H (-0.99, 0.39, -1.77)  0.133
H (-1.22, 1.53, 2.23)  0.070
H (-1.51, 2.34, 0.69)  0.076
H (-2.36, 0.82, 1.07)  0.071
H (2.70, 0.08, -2.15)  0.055
H (1.32, 1.07, -2.63)  0.062
H (1.96, 1.23, -0.97)  0.060


Most stable = (1)


(1)
DFT (wB97M-V/def2-TZVPD) results for one molecule with the formula C5H11N3.

Calculated values
orbital gap: 0.3352 Eh
SMILES: CC(=C=N)[C@@H](N)CN
HOMO: -8.2 eV

Last column: Löwdin charge in e.
CARTESIAN COORDINATES (ANGSTROEM)
C (-1.39, 0.41, -1.00)  -0.228
C (1.79, -1.25, 0.81)  -0.053
C (1.27, 0.65, -0.70)  -0.186
C (0.86, -0.40, -0.02)  -0.276
N (-1.54, 1.73, -0.44)  -0.003
N (-1.22, -0.81, 1.25)  0.040
C (-0.61, -0.72, -0.04)  -0.355
N (1.88, 1.40, -1.44)  0.164
H (1.77, 2.41, -1.44)  0.069
H (-0.64, 2.17, -0.31)  0.047
H (-2.02, 1.68, 0.45)  0.062
H (-1.02, -0.02, 1.84)  0.078
H (-1.10, -1.70, 1.70)  0.075
H (-2.39, -0.01, -1.13)  0.099
H (-0.95, 0.48, -2.00)  0.103
H (-0.78, -1.66, -0.58)  0.134
H (2.82, -1.00, 0.58)  0.077
H (1.64, -1.07, 1.88)  0.071
H (1.62, -2.30, 0.60)  0.081


(2)
DFT (wB97M-V/def2-TZVPD) results for one molecule with the formula C5H11N3.

Calculated values
orbital gap: 0.3312 Eh
SMILES: N[C@@]12CNC[C@@]1(N)C2
HOMO: -8.0 eV

Last column: Löwdin charge in e.
CARTESIAN COORDINATES (ANGSTROEM)
C (0.45, -0.27, -0.72)  -0.360
C (1.53, 0.12, 0.31)  -0.151
C (-0.70, 0.91, 0.81)  -0.178
C (-0.75, -0.51, 0.17)  -0.410
C (-0.63, -1.15, -1.14)  -0.027
H (0.93, 0.86, -2.31)  0.040
H (-0.64, 1.10, -2.01)  0.075
H (2.51, 0.53, -0.08)  0.126
H (1.78, -0.73, 0.93)  0.086
H (0.95, 2.10, 0.83)  0.123
H (-1.13, 1.76, 0.22)  0.104
H (-1.34, 0.88, 1.81)  0.129
H (-1.47, -1.96, 1.39)  0.094
H (-0.41, -1.07, 2.12)  0.070
H (-1.14, -0.92, -2.04)  0.089
H (-0.43, -2.24, -1.04)  0.127
N (0.28, 0.99, -1.60)  0.058
N (0.76, 1.09, 1.13)  -0.059
N (-0.55, -1.51, 1.22)  0.065


Most stable = (1)